# 1
C12H39N8O10 | ωB97M-V/def2-TZVPD

The calculation puts the lowest unoccupied orbital energy at 2.45 eV. The net charge is -1. Its total energy is -45474.018 eV. The value obtained for the HOMO-LUMO gap is 0.3237 hartree.

CARTESIAN COORDINATES (ANGSTROEM)
O -2.28 19.17 14.80
C -1.73 19.61 15.89
O -0.90 19.00 16.52
O -1.97 20.85 16.08
H -2.68 20.02 14.56
C -0.87 18.68 11.76
O -1.21 19.76 12.28
N -1.53 17.68 11.62
N 0.29 18.49 11.21
H -2.39 17.59 12.15
H -1.17 16.76 11.43
H 0.41 17.53 10.92
H 1.17 18.98 11.23
C 0.90 21.20 19.00
O 1.40 21.85 19.93
N 1.20 19.90 18.74
N 0.16 21.72 18.08
H 0.64 19.48 18.01
H 1.88 19.38 19.28
H -0.20 22.64 18.29
H -0.29 20.97 17.57
C -5.51 23.10 15.60
O -6.56 23.22 14.93
N -5.02 21.98 16.02
N -4.76 24.04 16.08
H -4.06 21.91 16.31
H -5.50 21.13 15.79
H -3.91 23.82 16.60
H -5.17 24.96 16.05
C -0.78 25.47 14.03
C -0.87 24.60 15.33
C -1.75 25.21 16.46
O -1.73 24.34 17.67
C -0.67 24.72 18.52
N -1.37 23.31 14.87
H 0.14 25.28 13.48
H -0.70 26.52 14.33
H -1.68 25.43 13.41
H 0.14 24.47 15.73
H -2.69 25.42 15.95
H -1.27 26.15 16.72
H 0.22 24.25 18.10
H -0.91 24.14 19.41
H -0.62 25.77 18.79
H -2.38 23.40 14.89
H -1.26 22.60 15.58
C -4.59 16.02 14.83
C -5.23 17.22 14.11
C -5.80 18.30 15.16
O -7.19 18.09 15.31
C -7.89 18.87 16.27
N -4.43 17.73 13.01
H -4.47 15.13 14.20
H -5.35 15.66 15.52
H -3.62 16.20 15.29
H -6.05 16.74 13.57
H -5.76 19.32 14.77
H -5.21 18.38 16.07
H -8.89 18.49 16.48
H -7.98 19.91 15.98
H -7.38 18.96 17.23
H -3.58 18.09 13.41
H -4.27 16.93 12.41
O -0.97 15.88 16.01
H -1.11 16.82 16.09
H -0.04 15.79 15.79
O 1.33 18.54 15.10
H 0.62 18.77 15.70
H 1.43 17.60 15.20

# 2
C12H40AlB4O6S3 | ωB97M-V/def2-TZVPD

The calculation puts the lowest unoccupied orbital energy at 2.34 eV. As for the energy above the lowest of the compared OMol25 structures with the same formula, charge and spin: 95.1 kcal per mole. The net charge is -1. Its total energy is -67168.494 eV. The value obtained for the HOMO-LUMO gap is 0.2074 hartree.

CARTESIAN COORDINATES (ANGSTROEM)
Al -0.17 0.15 -0.62
B -1.59 0.75 1.42
H -0.82 0.00 1.41
H -1.21 1.63 0.93
H -2.50 0.37 0.97
H -1.87 0.99 2.43
B -2.15 1.51 -1.04
H -1.30 1.64 -1.69
H -3.12 1.65 -1.50
H -2.06 0.52 -0.63
H -1.98 2.24 -0.26
B 0.89 -1.69 0.21
H 1.28 -2.49 0.82
H 1.73 -1.08 -0.09
H 0.40 -2.01 -0.69
H 0.17 -1.16 0.82
B 0.48 2.66 -0.25
H 0.47 2.47 0.81
H 0.61 3.71 -0.43
H 1.20 2.10 -0.85
H -0.49 2.31 -0.56
C -1.33 -4.71 0.40
C -1.18 -3.88 1.60
C -2.20 -2.71 1.49
S -2.30 -2.43 -0.39
O -1.58 -1.16 -0.66
O -3.64 -2.65 -0.91
C -1.17 -3.76 -0.82
H -2.21 -5.34 0.34
H -0.55 -5.47 0.45
H -0.19 -3.44 1.65
H -1.55 -4.41 2.48
H -1.85 -1.76 1.90
H -3.24 -2.84 1.77
H -0.28 -3.17 -0.59
H -1.25 -4.12 -1.84
C 1.31 3.49 -2.93
C 2.26 2.88 -3.97
C 1.77 1.47 -4.25
S 0.14 1.32 -3.63
O 0.14 0.51 -2.39
O -0.68 0.95 -4.78
C -0.12 3.08 -3.27
H 1.50 4.54 -2.75
H 1.54 3.06 -1.96
H 3.26 2.89 -3.54
H 2.16 3.58 -4.80
H 2.37 0.70 -3.77
H 1.77 1.36 -5.33
H -0.88 3.31 -2.52
H -0.35 3.42 -4.28
C 1.24 -1.33 3.45
C 0.83 -0.11 4.28
C 0.62 1.16 3.31
S 1.79 0.83 1.90
O 2.81 1.85 2.07
O 0.98 0.76 0.66
C 2.32 -0.88 2.46
H 0.45 -1.96 3.03
H 1.80 -2.02 4.09
H 1.64 0.03 4.99
H -0.08 -0.41 4.81
H 0.71 2.21 3.60
H -0.33 1.23 2.77
H 3.16 -0.86 3.15
H 2.44 -1.48 1.55

# 3
C12H40NO12 | ωB97M-V/def2-TZVPD

Its expectation value of S² is 0.751. The calculation puts the lowest unoccupied orbital energy (spin up / spin down) at 0.24 / 0.18 eV. As for the energy above the lowest of the compared OMol25 structures with the same formula, charge and spin: 0.0 kcal per mole. Its total energy is -39145.879 eV. The value obtained for the HOMO-LUMO gap (spin up / spin down) is 0.0831 / 0.3563 hartree. The spin multiplicity is 2.

CARTESIAN COORDINATES (ANGSTROEM)
N -0.64 0.19 -0.33
H -0.58 -0.32 -1.20
H -1.53 0.02 0.11
H -0.46 1.18 -0.45
H 0.06 -0.21 0.28
C 0.78 2.71 3.89
C 1.35 1.31 3.59
O 0.70 0.27 4.29
O -0.56 2.94 3.55
H 1.24 3.53 3.34
H 0.93 2.91 4.96
H 2.40 1.21 3.86
H 1.28 1.07 2.53
H 1.23 0.23 5.09
H -0.91 3.61 4.14
C 0.01 0.03 -3.81
C -0.41 -1.45 -3.56
O -0.70 -1.78 -2.19
O -0.97 0.92 -3.39
H 0.23 0.23 -4.86
H 0.96 0.39 -3.41
H 0.35 -2.16 -3.87
H -1.32 -1.68 -4.11
H -0.92 -2.71 -2.20
H -0.66 1.76 -3.72
C -0.71 3.71 -0.33
C 0.81 3.63 -0.28
O 1.33 2.42 -0.71
O -1.35 2.82 0.57
H -0.92 3.52 -1.38
H -1.06 4.73 -0.18
H 1.28 3.74 0.70
H 1.27 4.30 -1.01
H 2.08 2.63 -1.26
H -0.98 2.93 1.45
C 0.68 -2.22 2.00
C -0.81 -2.05 2.23
O -1.10 -0.70 2.55
O 1.13 -1.50 0.89
H 1.08 -3.23 2.02
H 1.30 -1.78 2.78
H -1.11 -2.63 3.11
H -1.37 -2.37 1.35
H -0.49 -0.40 3.22
H 2.03 -1.80 0.72
C -4.07 -1.49 -0.04
C -4.20 -2.33 -1.31
O -5.18 -1.74 -2.12
O -3.49 -0.16 -0.14
H -3.50 -2.09 0.67
H -5.08 -1.44 0.38
H -4.59 -3.30 -1.02
H -3.24 -2.40 -1.81
H -4.74 -0.99 -2.51
H -4.14 0.39 -0.58
C 3.90 -1.09 -0.52
C 3.16 -1.23 -1.90
O 3.78 -2.26 -2.71
O 3.66 -2.20 0.32
H 3.52 -0.19 -0.05
H 4.98 -1.04 -0.68
H 3.33 -0.27 -2.38
H 2.08 -1.32 -1.78
H 4.61 -1.83 -2.91
H 4.24 -2.94 0.13

# 4
C12H40NO12 | ωB97M-V/def2-TZVPD

The calculation puts the lowest unoccupied orbital energy at -2.19 eV. As for the energy above the lowest of the compared OMol25 structures with the same formula, charge and spin: 0.0 kcal per mole. The net charge is +1. Its total energy is -39145.564 eV. The value obtained for the HOMO-LUMO gap is 0.3723 hartree.

CARTESIAN COORDINATES (ANGSTROEM)
N -0.70 -0.14 0.25
H -0.26 -0.81 0.90
H -0.07 0.65 0.04
H -1.52 0.26 0.74
H -1.05 -0.54 -0.62
C 0.66 2.55 2.60
C 0.36 2.96 1.18
O 1.06 2.14 0.22
O -0.03 1.37 2.93
H 0.35 3.37 3.27
H 1.74 2.41 2.72
H 0.57 4.02 1.00
H -0.71 2.85 0.97
H 1.99 2.38 0.31
H 0.62 0.72 3.29
C 3.44 -0.92 0.07
C 4.09 -1.00 1.43
O 3.84 0.18 2.23
O 4.16 -0.04 -0.78
H 2.39 -0.62 0.11
H 3.46 -1.89 -0.42
H 5.16 -1.18 1.30
H 3.71 -1.85 2.00
H 4.42 0.89 1.93
H 3.81 0.85 -0.70
C 0.20 -2.10 3.22
C 1.39 -1.83 4.09
O 1.75 -0.45 4.04
O 0.54 -2.17 1.82
H -0.55 -1.32 3.34
H -0.28 -3.04 3.52
H 2.24 -2.44 3.81
H 1.12 -2.05 5.13
H 2.53 -0.31 3.47
H 1.09 -2.95 1.71
C -1.44 -2.42 -3.43
C -2.50 -3.23 -2.69
O -2.82 -2.76 -1.39
O -0.22 -2.31 -2.73
H -1.79 -1.40 -3.61
H -1.28 -2.86 -4.42
H -2.15 -4.25 -2.57
H -3.40 -3.25 -3.32
H -3.05 -1.82 -1.42
H 0.14 -3.19 -2.60
C 1.48 2.64 -3.07
C 0.88 1.27 -2.91
O -0.43 1.26 -2.35
O 1.02 3.34 -4.23
H 2.57 2.56 -3.11
H 1.27 3.24 -2.17
H 1.52 0.66 -2.26
H 0.86 0.79 -3.89
H -0.88 2.08 -2.59
H 0.16 3.74 -4.04
C -4.51 0.47 0.45
C -4.20 0.96 -0.93
O -3.37 0.02 -1.66
O -3.34 0.50 1.31
H -4.97 -0.52 0.42
H -5.28 1.13 0.87
H -3.66 1.91 -0.88
H -5.15 1.08 -1.46
H -3.38 0.33 -2.57
H -3.61 0.08 2.14

# 5
C12H40NO12 | ωB97M-V/def2-TZVPD

Its expectation value of S² is 0.754. The calculation puts the lowest unoccupied orbital energy (spin up / spin down) at -4.80 / -12.02 eV. The net charge is +2. Its total energy is -39132.429 eV. The value obtained for the HOMO-LUMO gap (spin up / spin down) is 0.3653 / 0.0905 hartree. The spin multiplicity is 2.

CARTESIAN COORDINATES (ANGSTROEM)
N 23.45 10.44 -24.37
H 22.63 11.03 -24.44
H 24.28 10.99 -24.52
H 23.34 9.81 -25.15
H 23.47 9.89 -23.52
C 22.46 12.18 -28.06
C 23.22 13.24 -27.16
O 23.97 12.64 -26.11
O 21.20 11.89 -27.40
H 23.13 11.35 -28.28
H 22.27 12.64 -29.03
H 22.53 13.99 -26.78
H 23.96 13.74 -27.78
H 24.43 13.38 -25.72
H 20.87 11.11 -27.85
C 24.02 14.53 -22.99
C 25.02 15.31 -23.79
O 25.06 14.75 -25.12
O 24.28 13.10 -23.04
H 23.03 14.64 -23.43
H 24.03 14.81 -21.94
H 26.00 15.20 -23.32
H 24.75 16.36 -23.82
H 25.37 15.47 -25.67
H 23.66 12.76 -22.39
C 21.87 6.37 -26.41
C 22.67 7.28 -25.45
O 22.80 8.60 -26.04
O 22.60 6.07 -27.60
H 20.88 6.75 -26.66
H 21.73 5.39 -25.95
H 23.65 6.91 -25.15
H 22.14 7.23 -24.50
H 22.94 8.49 -26.98
H 22.22 5.30 -28.04
C 27.17 10.92 -23.11
C 28.31 11.91 -23.22
O 27.77 13.14 -22.86
O 26.19 11.24 -24.11
H 26.75 10.90 -22.10
H 27.61 9.94 -23.32
H 28.75 11.80 -24.22
H 29.10 11.64 -22.52
H 27.25 12.96 -22.07
H 25.81 12.06 -23.79
C 19.06 13.00 -25.21
C 20.18 12.59 -24.22
O 20.97 11.58 -24.80
O 19.65 13.89 -26.18
H 18.14 13.44 -24.82
H 18.73 12.14 -25.80
H 19.86 12.21 -23.25
H 20.87 13.42 -24.05
H 21.05 11.74 -25.75
H 20.21 13.31 -26.71
C 22.78 10.58 -20.58
C 24.02 9.85 -21.06
O 23.83 8.96 -22.15
O 22.65 11.86 -21.23
H 22.75 10.74 -19.50
H 21.93 10.01 -20.96
H 24.55 9.34 -20.25
H 24.76 10.58 -21.40
H 23.22 8.24 -21.94
H 21.86 12.25 -20.85

# 6
C12H40O8 | ωB97M-V/def2-TZVPD

Its expectation value of S² is 0.750. The calculation puts the lowest unoccupied orbital energy (spin up / spin down) at 2.41 / 2.35 eV. As for the energy above the lowest of the compared OMol25 structures with the same formula, charge and spin: 85.4 kcal per mole. The net charge is -1. Its total energy is -29467.086 eV. The value obtained for the HOMO-LUMO gap (spin up / spin down) is 0.0679 / 0.3476 hartree. The spin multiplicity is 2.

CARTESIAN COORDINATES (ANGSTROEM)
C 2.61 2.23 -2.04
O 2.01 2.91 -3.17
H 3.69 2.27 -1.95
H 2.18 2.55 -1.10
H 2.50 1.15 -2.19
H 2.44 3.77 -3.14
C -2.89 2.56 -3.67
O -1.61 1.95 -4.04
H -3.31 3.29 -4.35
H -3.67 1.80 -3.59
H -2.77 2.96 -2.66
H -1.24 1.56 -3.24
C -2.12 -0.82 -5.09
O -1.18 -0.10 -5.98
H -1.76 -1.05 -4.09
H -2.96 -0.13 -5.06
H -2.59 -1.72 -5.51
H -0.80 -0.78 -6.54
C 2.70 -2.05 -1.28
O 1.68 -1.25 -1.81
H 2.21 -2.97 -0.94
H 3.47 -2.28 -2.01
H 3.19 -1.79 -0.35
H 0.88 -1.77 -1.80
C -2.44 3.11 3.13
O -2.45 4.00 4.22
H -1.43 3.24 2.73
H -2.56 2.10 3.51
H -3.07 3.40 2.29
H -2.05 4.81 3.91
C -0.44 1.41 5.66
O -0.26 0.65 4.42
H -0.08 2.44 5.71
H -1.50 1.64 5.74
H -0.22 0.83 6.56
H 0.64 0.73 4.08
C -0.19 0.92 0.28
C -1.00 0.05 -0.60
C -2.56 0.32 -0.64
O -0.52 0.33 -1.88
H -0.45 0.87 1.33
H -0.35 1.96 0.01
H 0.85 0.61 0.10
H -0.73 -0.94 -0.24
H -2.94 -0.48 -1.28
H -2.80 1.24 -1.16
H -3.02 0.25 0.35
H 0.36 -0.05 -1.81
C 1.53 -2.65 2.25
C 2.07 -3.91 2.88
C 2.65 -5.00 1.92
O 2.95 -3.65 3.96
H 0.99 -2.13 3.04
H 0.83 -2.88 1.45
H 2.33 -2.09 1.77
H 1.19 -4.29 3.39
H 3.61 -5.42 2.22
H 2.73 -4.57 0.92
H 1.89 -5.77 1.80
H 3.78 -3.35 3.58

# 7
C12H42N6O9 | ωB97M-V/def2-TZVPD

The SMILES is NC(N)=O.NC(N)=O.NC(N)=O.CCO.CCO.CCO.CO.CO.CO. The calculation puts the lowest unoccupied orbital energy at -0.48 eV. As for the energy above the lowest of the compared OMol25 structures with the same formula, charge and spin: 142.1 kcal per mole. Its total energy is -40490.666 eV. The value obtained for the HOMO-LUMO gap is 0.3037 hartree.

CARTESIAN COORDINATES (ANGSTROEM)
N -2.72 -0.88 -1.16
C -3.91 -1.10 -0.88
N -4.76 -0.35 -1.59
O -4.25 -1.82 0.22
H -2.00 -1.30 -0.58
H -2.42 -0.21 -1.88
H -5.70 -0.30 -1.28
H -4.62 -0.03 -2.56
N 0.54 2.15 -1.65
C 0.98 2.38 -2.83
N 0.59 3.57 -3.27
O 1.77 1.43 -3.52
H 0.91 1.24 -1.24
H -0.06 2.72 -1.07
H 0.73 3.75 -4.32
H -0.01 4.21 -2.76
N 1.76 -0.09 -0.94
C 0.90 -0.94 -0.43
N 0.80 -0.85 0.84
O 0.10 -1.70 -1.27
H 1.94 -0.26 -1.92
H 2.39 0.53 -0.41
H 0.07 -1.38 1.32
H 1.41 -0.36 1.52
C -1.09 0.53 -5.28
C -1.31 -0.26 -4.00
O -1.77 0.70 -3.15
H -0.34 1.34 -5.15
H -2.01 0.98 -5.56
H -0.73 -0.10 -6.03
H -0.36 -0.75 -3.68
H -1.99 -1.15 -4.12
H -1.09 1.34 -2.82
C -2.31 -4.01 2.23
C -1.54 -3.21 1.17
O -1.61 -1.91 1.63
H -2.41 -5.03 1.99
H -3.35 -3.65 2.41
H -1.84 -3.93 3.18
H -1.98 -3.28 0.20
H -0.52 -3.62 1.12
H -2.48 -1.54 1.58
C 2.12 -2.49 3.35
C 2.71 -1.14 3.72
O 2.66 -0.29 2.59
H 2.18 -3.14 4.23
H 2.72 -2.97 2.56
H 1.08 -2.44 3.01
H 3.73 -1.25 4.06
H 2.16 -0.69 4.54
H 2.56 0.60 2.95
C -1.15 1.62 0.81
O -1.93 2.75 1.15
H -1.50 1.13 -0.08
H -1.27 0.84 1.64
H -0.07 1.74 0.84
H -1.49 3.49 0.68
C 0.53 1.66 3.62
O 1.62 2.41 3.15
H 0.88 1.28 4.59
H 0.38 0.85 2.92
H -0.38 2.24 3.79
H 1.34 2.88 2.39
C 4.52 1.12 -0.16
O 3.38 1.63 0.46
H 4.35 0.97 -1.19
H 4.64 0.14 0.34
H 5.46 1.66 -0.09
H 3.11 2.50 0.09

Repeat the third record exactly.
C12H40NO12 | ωB97M-V/def2-TZVPD

Its expectation value of S² is 0.751. The calculation puts the lowest unoccupied orbital energy (spin up / spin down) at 0.24 / 0.18 eV. As for the energy above the lowest of the compared OMol25 structures with the same formula, charge and spin: 0.0 kcal per mole. Its total energy is -39145.879 eV. The value obtained for the HOMO-LUMO gap (spin up / spin down) is 0.0831 / 0.3563 hartree. The spin multiplicity is 2.

CARTESIAN COORDINATES (ANGSTROEM)
N -0.64 0.19 -0.33
H -0.58 -0.32 -1.20
H -1.53 0.02 0.11
H -0.46 1.18 -0.45
H 0.06 -0.21 0.28
C 0.78 2.71 3.89
C 1.35 1.31 3.59
O 0.70 0.27 4.29
O -0.56 2.94 3.55
H 1.24 3.53 3.34
H 0.93 2.91 4.96
H 2.40 1.21 3.86
H 1.28 1.07 2.53
H 1.23 0.23 5.09
H -0.91 3.61 4.14
C 0.01 0.03 -3.81
C -0.41 -1.45 -3.56
O -0.70 -1.78 -2.19
O -0.97 0.92 -3.39
H 0.23 0.23 -4.86
H 0.96 0.39 -3.41
H 0.35 -2.16 -3.87
H -1.32 -1.68 -4.11
H -0.92 -2.71 -2.20
H -0.66 1.76 -3.72
C -0.71 3.71 -0.33
C 0.81 3.63 -0.28
O 1.33 2.42 -0.71
O -1.35 2.82 0.57
H -0.92 3.52 -1.38
H -1.06 4.73 -0.18
H 1.28 3.74 0.70
H 1.27 4.30 -1.01
H 2.08 2.63 -1.26
H -0.98 2.93 1.45
C 0.68 -2.22 2.00
C -0.81 -2.05 2.23
O -1.10 -0.70 2.55
O 1.13 -1.50 0.89
H 1.08 -3.23 2.02
H 1.30 -1.78 2.78
H -1.11 -2.63 3.11
H -1.37 -2.37 1.35
H -0.49 -0.40 3.22
H 2.03 -1.80 0.72
C -4.07 -1.49 -0.04
C -4.20 -2.33 -1.31
O -5.18 -1.74 -2.12
O -3.49 -0.16 -0.14
H -3.50 -2.09 0.67
H -5.08 -1.44 0.38
H -4.59 -3.30 -1.02
H -3.24 -2.40 -1.81
H -4.74 -0.99 -2.51
H -4.14 0.39 -0.58
C 3.90 -1.09 -0.52
C 3.16 -1.23 -1.90
O 3.78 -2.26 -2.71
O 3.66 -2.20 0.32
H 3.52 -0.19 -0.05
H 4.98 -1.04 -0.68
H 3.33 -0.27 -2.38
H 2.08 -1.32 -1.78
H 4.61 -1.83 -2.91
H 4.24 -2.94 0.13

Q: Number 3 is which compound?
A: C12H40NO12